Record 1
# C3H11NOS2

A 2-piece molecular cluster, C3H11NOS2 overall (ωB97M-V with the def2-TZVPD basis set, the Open Molecules 2025 dataset).

Values from the calculation:
multiplicity = 1
total charge = 0
SMILES = CNCCSS.O
orbital gap = 8.624 eV
HOMO energy = -8.4 eV

```
18
C3H11NOS2, DFT ωB97M-V with the def2-TZVPD basis set
S -1.876 1.832 2.037
S -0.954 0.198 1.037
O 0.261 -3.314 3.650
N 0.817 0.863 -2.116
C -0.268 0.092 -2.774
C 0.575 1.095 0.404
C 1.176 0.328 -0.832
H -0.778 0.675 -3.543
H 0.802 -0.682 -0.641
H 0.423 1.788 -2.007
H -0.896 -0.298 -1.964
H -0.584 -3.712 3.868
H 0.084 -0.779 -3.336
H 0.132 -2.563 3.084
H 1.187 0.903 1.283
H 0.604 2.143 0.115
H -2.965 1.168 2.410
H 2.260 0.263 -0.675
```

Record 2
# C32H30F6N3S

A 2-piece molecular cluster, C32H30F6N3S overall (ωB97M-V with the def2-TZVPD basis set, the Open Molecules 2025 dataset).

Values from the calculation:
multiplicity = 1
total charge = +1
orbital gap = 3.372 eV
HOMO energy = -10.1 eV

```
72
C32H30F6N3S, DFT ωB97M-V with the def2-TZVPD basis set
S 5.278 7.374 6.950
F 2.915 -1.700 5.642
F 1.232 -2.747 4.685
F -2.452 3.273 -3.227
F -2.605 4.898 -1.744
F 0.917 -0.803 5.670
F -1.195 5.070 -3.414
N 5.396 5.764 3.377
N 4.097 6.222 10.311
N 6.243 5.364 5.508
C 1.526 2.498 -1.648
C 6.049 5.689 -1.348
C 4.285 5.570 -3.006
C 5.925 3.402 4.072
C 6.319 4.875 4.093
C 7.746 5.027 3.615
C 1.795 -1.511 4.891
C -0.639 3.531 -1.695
C 4.876 5.563 2.118
C 2.661 2.007 0.527
C 3.826 7.510 4.136
C 1.546 2.547 -0.226
C 1.167 0.449 1.775
C 5.701 6.534 5.507
C 3.581 0.407 2.178
C 5.598 5.132 1.047
C 0.426 2.933 -2.366
C -0.675 3.580 -0.306
C 5.152 5.255 -0.335
C 2.068 -0.791 3.604
C 3.371 -0.488 3.210
C 4.459 5.991 9.229
C 5.613 5.863 -2.660
C 5.268 7.021 4.116
C 3.807 5.000 -0.692
C 4.925 5.736 7.849
C 0.414 3.121 0.423
C 0.967 -0.364 2.869
C -1.723 4.189 -2.507
C 3.384 5.153 -2.016
C 2.471 0.984 1.484
C 6.211 8.110 3.617
H 3.556 7.920 3.154
H 8.383 4.356 4.200
H 2.390 2.097 -2.182
H 3.759 8.290 4.908
H 0.304 0.713 1.158
H 7.079 5.933 -1.069
H 6.289 6.271 -3.415
H -1.561 3.958 0.202
H 0.393 3.217 1.514
H 3.937 5.700 -4.034
H 7.822 4.743 2.565
H 4.152 5.196 7.286
H 2.335 4.996 -2.282
H 6.077 2.995 3.068
H 3.150 6.680 4.391
H 6.575 2.885 4.788
H 8.104 6.052 3.746
H 0.371 2.832 -3.446
H 5.868 5.178 7.838
H 4.206 -0.942 3.733
H 3.683 2.302 0.281
H 4.885 3.265 4.395
H 3.845 5.920 1.975
H 6.119 8.975 4.290
H 7.259 7.780 3.616
H 3.121 4.663 0.093
H 4.600 0.685 1.894
H -0.036 -0.658 3.166
H 5.918 8.415 2.603
H 6.641 4.834 1.192
```

Record 3
# C17H31B2FINO3P

An isolated ion of composition C17H31B2FINO3P and charge +1 (ωB97M-V with the def2-TZVPD basis set, the Open Molecules 2025 dataset).

Values from the calculation:
multiplicity = 1
total charge = +1
SMILES = C#C[C@@H]1[C@H](C[C@@H](C)F)[C@](CB(O)O)(B(C)O)C(P(C)CC)=[N+]1[C@@H](I)CC
orbital gap = 8.403 eV
HOMO energy = -11.9 eV

```
57
C17H31B2FINO3P, DFT ωB97M-V with the def2-TZVPD basis set
I 0.195 4.133 -0.480
P 2.537 -0.101 1.269
F -1.480 0.825 -3.465
O -1.168 -4.103 -0.720
O 0.545 -4.035 -2.325
O -0.354 -1.105 2.516
N 0.424 1.192 0.204
C 0.754 2.676 2.114
C 4.276 1.074 -0.641
C -2.096 -0.778 -1.761
C 0.989 4.108 2.620
C 1.047 2.468 0.609
C -0.838 1.095 -0.532
C 0.775 -2.329 -0.485
C -2.033 1.519 0.164
C -2.394 -1.983 1.330
C -2.543 0.109 -2.957
C 3.712 -0.277 -0.173
C -0.072 -1.117 -0.051
C 0.864 -0.006 0.426
C -0.811 -0.293 -1.151
C -3.081 1.723 0.748
C -3.745 1.000 -2.676
C 2.728 -1.691 2.171
B -0.936 -1.413 1.295
B -0.001 -3.515 -1.198
H -2.761 -2.381 0.395
H 1.568 -2.028 -1.161
H -3.061 -1.155 1.590
H 2.880 -2.513 1.477
H -1.942 -3.732 -1.151
H -0.839 1.738 -1.413
H 1.268 4.075 3.669
H 3.183 -0.735 -1.001
H -2.531 -2.724 2.112
H -2.855 -0.571 -3.743
H 3.661 -1.591 2.720
H 1.787 4.618 2.091
H -4.401 0.531 -1.956
H -4.324 1.057 -3.592
H 1.951 -1.881 2.898
H -2.031 -1.798 -2.129
H 5.278 0.967 -1.041
H 2.100 2.487 0.380
H 1.190 -2.765 0.421
H 0.183 -4.924 -2.420
H 3.665 1.435 -1.465
H -0.736 -0.312 2.907
H -4.038 1.955 1.119
H 0.077 4.687 2.568
H 4.509 -0.936 0.151
H 1.361 2.006 2.705
H -0.051 -0.220 -1.931
H 4.310 1.818 0.146
H -0.303 2.459 2.251
H -3.471 2.009 -2.390
H -2.917 -0.751 -1.056
```

Record 4
# C24H37N3O4S

A single C24H37N3O4S molecule (ωB97M-V with the def2-TZVPD basis set, the Open Molecules 2025 dataset).

Values from the calculation:
multiplicity = 1
total charge = 0
SMILES = CCCCN(C)C(=O)[C@H]1CC[C@@H](CNS(=O)(=O)c2ccc3c(c2)C[C@H](C)N3C(C)=O)CC1
orbital gap = 8.892 eV
HOMO energy = -8.4 eV

```
69
C24H37N3O4S, DFT ωB97M-V with the def2-TZVPD basis set
S -0.497 0.929 -4.170
O -0.090 -1.240 1.584
O -1.412 -0.137 -4.478
O 0.596 3.664 1.935
O -0.380 2.017 -5.096
N 1.517 -2.398 2.639
N -1.217 2.397 1.477
N 1.058 0.340 -3.952
C 1.054 -1.670 1.596
C 1.724 -0.091 -0.228
C -0.803 1.510 -2.518
C 0.056 -4.126 3.625
C 1.999 -1.445 0.426
C 2.675 -2.367 -1.813
C 2.623 0.119 -1.441
C -0.710 2.950 3.800
C 2.492 -1.001 -2.479
C 2.855 -2.937 2.731
C -1.678 0.808 -1.702
C -1.773 1.187 -0.383
C -0.993 2.240 0.109
C -2.116 -3.708 4.887
C -0.140 2.955 -0.718
C -0.376 3.052 2.327
C -0.052 2.568 -2.047
C 1.761 -2.555 -0.606
C -3.625 2.558 1.888
C 1.164 -0.915 -3.243
C -2.409 1.631 1.854
C -2.551 0.579 0.741
C 0.609 -2.703 3.730
C -0.822 -4.510 4.815
H 3.098 -3.571 1.877
H -2.072 -0.358 1.032
H 2.925 -3.542 3.632
H 1.947 -3.536 -0.160
H 3.291 -0.872 -3.219
H 0.675 -0.048 -0.518
H -1.068 -5.571 4.734
H 0.716 -2.526 -0.917
H 2.487 -3.160 -2.540
H -2.244 -0.012 -2.115
H -0.208 -1.983 3.668
H -0.256 -4.374 5.740
H -3.792 2.979 0.899
H 3.663 0.165 -1.108
H -4.510 2.001 2.187
H 3.039 -1.473 0.756
H 2.376 1.069 -1.915
H 1.894 0.711 0.493
H 0.889 -4.830 3.559
H -1.723 3.284 4.008
H -3.591 0.384 0.489
H 1.135 -2.568 4.680
H 0.452 3.766 -0.329
H 3.599 -2.138 2.802
H 3.714 -2.458 -1.485
H -3.480 3.378 2.586
H -0.522 -4.206 2.702
H -0.601 1.919 4.132
H 1.605 0.399 -4.797
H 1.068 -1.773 -3.922
H -2.263 1.161 2.827
H -1.916 -2.658 5.083
H 0.320 -0.941 -2.555
H -0.008 3.571 4.348
H -2.662 -3.786 3.950
H -2.749 -4.087 5.687
H 0.600 3.081 -2.736
```

Record 5
# C3H9O3

C3H9O3 as an isolated structure (ωB97M-V with the def2-TZVPD basis set, the Open Molecules 2025 dataset).

Values from the calculation:
multiplicity = 1
total charge = -1
orbital gap = 7.218 eV
HOMO energy = -3.6 eV

```
15
C3H9O3, DFT ωB97M-V with the def2-TZVPD basis set
O 3.307 0.414 -1.085
O -3.065 -0.522 -0.059
O 1.138 0.798 -0.050
C -0.827 -0.091 0.907
C 0.718 -0.270 0.730
C -1.619 -0.365 -0.357
H 2.224 0.373 -0.576
H -1.441 -1.345 -0.771
H 3.763 0.020 -0.332
H -0.978 0.920 1.250
H 0.907 -1.294 0.291
H -3.457 0.319 -0.334
H -1.191 -0.813 1.633
H -1.462 0.513 -0.986
H 1.091 -0.186 1.775
```

Record 6
# C4H6N2O

A single C4H6N2O molecule (ωB97M-V with the def2-TZVPD basis set, the Open Molecules 2025 dataset).

Values from the calculation:
multiplicity = 1
total charge = 0
SMILES = CNC(=O)N1C=C1
orbital gap = 9.608 eV
HOMO energy = -8.7 eV

```
13
C4H6N2O, DFT ωB97M-V with the def2-TZVPD basis set
O -1.463 -1.170 1.126
N -1.237 0.555 -0.341
N 0.516 -0.969 -0.081
C -0.793 -0.543 0.323
C 1.623 -0.640 0.871
C 1.127 -1.809 0.988
C -0.397 1.420 -1.140
H -1.018 2.002 -1.825
H 2.309 0.174 1.034
H 1.007 -2.811 1.354
H -2.155 0.868 -0.063
H 0.190 2.118 -0.525
H 0.292 0.806 -1.722
```

Record 7
# C25H75N15O10

A 10-piece molecular cluster, C25H75N15O10 overall (ωB97M-V with the def2-TZVPD basis set, the Open Molecules 2025 dataset).

Values from the calculation:
multiplicity = 1
total charge = 0
SMILES = COC[C@H](C)N.COC[C@H](C)N.COC[C@H](C)N.COC[C@H](C)N.COC[C@H](C)N.NC(N)=O.NC(N)=O.NC(N)=O.NC(N)=O.NC(N)=O
orbital gap = 9.233 eV
HOMO energy = -8.8 eV

```
125
C25H75N15O10, DFT ωB97M-V with the def2-TZVPD basis set
O 13.642 -14.882 11.859
O 12.285 -21.443 18.177
O 15.112 -17.658 9.941
O 18.334 -12.769 13.973
O 16.429 -17.171 15.911
O 17.141 -16.110 20.580
O 17.385 -19.733 7.982
O 21.758 -18.472 15.254
O 11.765 -18.553 14.552
O 22.454 -16.339 12.269
N 17.684 -18.868 10.043
N 20.849 -18.776 11.315
N 14.485 -18.072 22.347
N 14.674 -23.162 19.124
N 14.993 -17.442 7.691
N 19.693 -18.006 16.037
N 17.478 -10.903 12.978
N 18.044 -15.361 14.713
N 19.496 -19.612 8.843
N 13.785 -17.052 12.464
N 12.145 -15.758 13.367
N 20.532 -16.856 14.227
N 19.735 -11.141 13.292
N 9.601 -17.983 12.827
N 14.034 -15.869 9.040
C 18.504 -11.667 13.451
C 12.843 -19.426 14.856
C 16.746 -18.891 21.800
C 14.542 -21.703 19.144
C 11.696 -20.664 19.218
C 17.441 -16.167 12.488
C 13.653 -21.136 18.029
C 16.664 -17.382 14.524
C 16.177 -18.312 16.679
C 23.422 -15.861 13.207
C 21.749 -17.883 10.595
C 21.002 -16.726 9.894
C 10.518 -19.204 14.768
C 18.167 -19.407 8.898
C 14.732 -17.031 8.938
C 16.977 -16.025 13.917
C 15.875 -17.639 21.998
C 17.516 -15.947 19.219
C 22.931 -17.348 11.397
C 13.274 -15.805 12.604
C 8.034 -19.274 14.196
C 20.710 -17.801 15.182
C 15.922 -21.071 19.188
C 9.328 -18.480 14.198
C 15.897 -16.759 20.714
H 23.727 -17.025 10.721
H 9.287 -17.481 14.650
H 16.545 -21.586 19.920
H 13.812 -20.065 17.867
H 15.249 -18.775 16.325
H 19.668 -16.285 14.191
H 14.079 -21.502 20.120
H 13.450 -17.873 12.926
H 13.790 -15.515 9.961
H 15.712 -17.425 19.864
H 12.052 -19.630 19.231
H 14.649 -23.537 20.065
H 11.753 -21.184 20.171
H 20.617 -16.025 10.639
H 13.808 -18.977 14.624
H 14.975 -16.170 20.789
H 14.702 -18.921 22.856
H 17.677 -9.997 12.602
H 16.115 -19.788 21.770
H 20.559 -11.676 13.487
H 23.237 -18.162 12.066
H 18.496 -15.472 19.265
H 18.125 -14.452 14.232
H 14.680 -16.868 6.935
H 22.184 -18.430 9.749
H 13.824 -23.561 18.728
H 16.441 -21.221 18.234
H 16.706 -18.618 10.026
H 12.767 -20.336 14.256
H 23.534 -16.614 13.998
H 16.726 -16.638 11.817
H 11.854 -16.666 13.705
H 16.820 -15.332 18.646
H 10.622 -20.200 14.315
H 18.406 -18.696 10.727
H 14.347 -17.173 11.625
H 9.267 -18.517 12.032
H 14.159 -17.380 23.015
H 20.086 -19.385 9.643
H 12.908 -19.683 15.914
H 13.898 -21.656 17.094
H 15.607 -18.235 7.549
H 19.892 -18.551 16.855
H 23.001 -14.981 13.685
H 13.685 -15.355 8.255
H 17.692 -16.913 18.737
H 18.936 -17.339 16.030
H 17.762 -15.213 15.673
H 16.088 -15.381 13.890
H 10.639 -20.463 19.012
H 18.303 -16.855 12.502
H 19.968 -19.949 8.027
H 15.795 -17.806 14.008
H 8.003 -19.897 13.300
H 24.412 -15.765 12.761
H 10.607 -17.975 12.685
H 11.444 -15.046 13.395
H 19.851 -10.266 12.814
H 21.318 -16.523 13.677
H 7.154 -18.637 14.105
H 20.637 -18.290 12.198
H 17.349 -18.855 20.897
H 17.297 -19.181 22.700
H 10.344 -19.406 15.832
H 20.100 -17.036 9.371
H 16.388 -17.023 22.743
H 16.972 -19.063 16.592
H 17.984 -15.293 12.123
H 17.458 -18.097 14.286
H 7.903 -19.894 15.082
H 21.427 -19.502 11.747
H 21.753 -16.224 9.284
H 16.075 -18.133 17.748
H 16.542 -11.260 13.010
H 16.012 -20.001 19.367
```

Record 8
# C9H21N2O2S

C9H21N2O2S as an isolated structure (ωB97M-V with the def2-TZVPD basis set, the Open Molecules 2025 dataset).

Values from the calculation:
multiplicity = 1
total charge = +1
orbital gap = 10.096 eV
HOMO energy = -13.2 eV

```
35
C9H21N2O2S, DFT ωB97M-V with the def2-TZVPD basis set
S 2.830 0.041 1.272
O -1.268 2.037 -0.745
O 0.337 0.843 0.115
N 4.385 -4.610 -0.427
N 3.691 -2.398 0.763
C -3.382 3.142 0.996
C -1.851 3.378 -1.178
C -0.049 -4.168 -1.313
C 1.071 -2.328 0.007
C 2.728 -1.522 0.637
C -2.408 4.005 0.099
C -0.028 1.846 -0.441
C -4.169 4.161 1.853
C 1.064 -3.282 -0.907
H 3.823 -3.155 0.138
H 0.404 -5.233 -1.231
H 3.881 -4.918 -1.326
H -0.334 -3.917 -2.389
H 4.496 -1.937 1.195
H 0.700 2.609 -0.672
H 5.317 -4.750 -0.805
H -4.576 3.719 2.804
H -1.552 4.290 0.777
H -2.598 3.119 -1.822
H -3.066 4.810 -0.290
H -5.030 4.594 1.251
H 1.761 0.352 0.493
H -0.868 -3.993 -0.591
H 0.176 -1.951 0.506
H -1.028 3.860 -1.659
H -2.771 2.536 1.743
H -4.150 2.692 0.433
H 1.952 -3.566 -1.531
H -3.635 5.097 2.068
H 4.147 -5.402 0.179
```